Entry from OMol25: a structure of composition C16H15LiNO9 (the ωB97M-V functional and the def2-TZVPD basis).

Each line ends with the Mulliken charge.
Positions of all 42 atoms, in Å:
Li -1.25064 -1.52930 -0.74917  0.943
C 0.00359 1.50967 -3.16054  -0.855
C 1.22034 1.61650 -3.74599  0.450
C 2.41222 0.79330 -3.21823  0.638
O 3.59147 1.13587 -3.56839  -0.815
C 2.15051 -0.28926 -2.40163  -0.952
C 0.87162 -0.49980 -1.95997  0.706
C -0.31501 0.36930 -2.43999  1.061
O -1.43871 0.01537 -2.02705  -0.904
O 0.56939 -1.53169 -1.31941  -1.006
O 1.45694 2.22440 -4.79540  -0.735
H -0.85209 2.20758 -3.47960  0.092
H 3.05274 -0.81757 -2.13826  0.475
C -3.55984 -4.59635 1.64713  -0.796
C -2.77071 -3.58134 1.02870  0.905
C -2.84299 -2.16825 1.60949  0.530
O -2.20820 -1.40872 0.88456  -0.695
C -3.36831 -1.97951 2.87961  -0.861
C -4.04499 -3.00226 3.61655  0.338
C -4.26847 -4.37425 2.83773  0.467
O -5.01996 -5.20177 3.41967  -0.771
O -4.63476 -2.76509 4.72515  -0.764
O -1.95132 -3.81265 0.05425  -0.871
H -3.69516 -5.65125 1.09662  0.135
H -3.31831 -0.92860 3.22229  0.336
C 0.17054 1.41365 1.45687  -1.665
C 1.50234 1.50621 0.74100  1.847
C 2.58389 2.56112 1.12006  -0.939
O 2.36001 3.84136 0.42103  -0.418
C 2.60603 3.56429 -0.94609  -0.430
N 2.09709 0.18463 0.81618  -0.907
H 0.29541 1.29408 2.53264  0.384
H -0.41496 0.63677 0.99129  0.321
H -0.31264 2.40579 1.28459  0.319
H 1.14715 1.68275 -0.29492  -0.553
H 3.53881 2.17621 0.90899  0.446
H 2.46571 2.77658 2.19386  0.319
H 2.48927 4.58995 -1.33137  0.299
H 1.95294 2.86520 -1.45907  0.056
H 3.64714 3.20571 -1.09918  0.257
H 2.73740 0.07563 0.03459  0.303
H 1.34453 -0.51428 0.61140  0.310

The maximum force is 4.12 eV Å⁻¹. Its net charge is -3. The calculation puts the LUMO energy at 0.2430 Eh. The calculation puts the electronic energy at -36956.8636 eV. For the frontier orbital gap, the calculation gives 5.8 eV. For the HOMO energy, the calculation gives 0.84 eV.


Entry from OMol25: a structure of composition C18H15Cl3GeNO2SSr (the ωB97M-V functional and the def2-TZVPD basis).

Each line ends with the Mulliken spin population.
Positions of all 42 atoms, in Å:
Sr 13.04496 -9.48428 2.10545  0.000
C 11.00346 -7.09539 2.10773  0.000
C 11.94744 -6.18471 2.84021  0.024
C 11.52262 -4.86370 3.09819  -0.027
C 12.37132 -4.05423 3.77721  0.023
C 13.63599 -4.53504 4.15686  -0.021
C 14.55713 -3.71543 4.88563  0.176
C 15.76677 -4.19762 5.24582  -0.058
C 16.08893 -5.53056 4.95137  0.179
C 15.23515 -6.42517 4.29385  -0.076
S 15.62055 -8.01241 3.89600  0.707
C 13.96942 -5.88532 3.90170  0.074
N 13.10087 -6.68718 3.23580  -0.015
H 10.06120 -6.58313 1.87805  0.000
H 10.71049 -7.93409 2.73156  0.001
H 11.41135 -7.41784 1.15126  0.001
H 10.51561 -4.57255 2.73680  -0.001
H 12.18090 -3.01474 4.04020  0.000
H 14.31295 -2.68098 5.07809  0.007
H 16.44278 -3.55148 5.79030  0.001
H 17.06110 -5.90805 5.19973  0.000
C 9.69108 -11.02901 -0.92196  0.000
C 10.99151 -10.40563 -0.45757  0.000
O 11.11132 -9.98968 0.69951  0.000
C 12.02826 -10.37645 -1.43524  0.000
C 11.73361 -10.84166 -2.72168  0.000
C 12.61802 -10.79083 -3.75143  0.000
C 13.89697 -10.30452 -3.50754  0.000
C 14.23376 -9.89451 -2.24723  0.001
C 13.30970 -9.87912 -1.19672  0.000
O 13.66534 -9.47929 -0.01832  -0.001
H 9.02275 -11.11088 -0.08418  0.000
H 9.87483 -12.00513 -1.38568  0.000
H 9.22580 -10.40363 -1.69744  0.000
H 10.75626 -11.23611 -2.94044  0.000
H 12.29093 -11.08265 -4.73926  0.000
H 14.68205 -10.27798 -4.24249  0.000
H 15.24961 -9.57146 -2.04485  0.000
Cl 13.48855 -13.83859 3.96493  0.001
Ge 12.96881 -11.75727 4.55399  0.001
Cl 10.96252 -12.24854 5.29326  0.000
Cl 13.90909 -11.90058 6.56932  0.001

The maximum force is 1.19 eV Å⁻¹. The expectation value of S² is 0.79. Its spin multiplicity is 2. The calculation puts the LUMO energy (spin up / spin down) at -0.0453 / -0.1154 Eh. The calculation puts the electronic energy at -130254.1425 eV. As for the relative energy (zero: lowest compared OMol25 entry of this formula, charge and spin): 10.4 kcal per mole. For the frontier orbital gap (spin up / spin down), the calculation gives 6.9 / 5.0 eV. For the HOMO energy (spin up / spin down), the calculation gives -8.13 / -8.13 eV.


Entry from OMol25: a cluster of 12 separate species, C67H83Br3N13O4PS in total (the ωB97M-V functional and the def2-TZVPD basis).

Each line ends with the Mulliken charge.
Positions of all 172 atoms, in Å:
C 0.34864 4.63282 6.04309  -1.293
C 1.12884 3.45861 5.46313  -0.063
Br -0.10928 1.97108 5.05354  -0.092
C 2.11607 3.78421 4.24913  -0.194
Br 2.66877 5.62031 4.25480  -0.026
C 1.56652 3.21205 2.95297  -0.079
C 0.54379 3.73313 2.18675  0.343
Br -0.24104 5.43126 2.58658  -0.057
C 0.05512 3.09972 1.07135  0.633
C 0.41496 1.78475 0.89847  -0.244
C 1.44515 1.23662 1.64799  0.729
P 1.85839 -0.56862 1.59826  0.354
S 2.26875 -1.19990 3.42888  -0.400
C 2.17017 2.04667 2.50380  -0.216
C 3.58099 1.67586 2.86099  -1.382
C 4.45431 2.61782 1.93397  -0.718
C 5.22012 1.87768 0.82937  -0.659
C 5.30464 2.61511 -0.51578  -1.072
C 4.15025 2.11087 -1.41110  0.340
N 3.91785 2.98112 -2.57422  -0.705
C -0.35775 0.99056 -0.11664  0.210
O -0.72084 -0.15646 0.10342  -0.700
C -1.19962 1.69955 -1.14489  0.702
C -1.71177 0.92862 -2.35235  -0.909
C -0.70024 -0.11629 -2.77731  -0.440
O -0.00237 -0.01181 -3.76226  -0.754
C -1.51995 2.96905 -0.96665  0.509
C -2.59122 3.69246 -1.76295  -1.300
C -3.25533 4.83138 -0.94464  -0.957
C -3.64525 4.56060 0.49893  0.548
N -3.76567 3.22679 1.01128  -0.334
O -3.79241 5.50891 1.25491  -0.605
C -0.75698 3.79482 0.01821  -0.155
O -0.34407 4.86153 -0.39488  -0.448
H -0.59006 4.28707 6.47707  0.405
H 0.86310 5.10951 6.87850  0.345
H 0.07488 5.40366 5.33014  0.290
H 1.70350 3.04829 6.28723  0.512
H 2.93982 3.14213 4.51922  0.151
H 0.69567 -1.29258 1.32090  0.028
H 2.87667 -0.86275 0.67848  0.097
H 3.89110 1.80219 3.88783  0.568
H 3.81943 0.72476 2.40989  0.376
H 5.22612 3.09419 2.54352  0.299
H 3.90336 3.45860 1.50412  0.450
H 4.78506 0.89707 0.59627  0.277
H 6.23210 1.66242 1.17475  0.538
H 5.27125 3.70171 -0.44066  0.370
H 6.20223 2.32647 -1.06334  0.349
H 4.40042 1.10148 -1.74666  0.393
H 3.25855 1.99264 -0.77403  -0.372
H 3.07915 3.51982 -2.39117  0.261
H 3.69804 2.39891 -3.37386  0.293
H -2.73401 0.55784 -2.28746  0.496
H -1.65005 1.67822 -3.14553  0.369
H -0.62309 -1.04883 -2.18818  0.586
H -2.24046 4.04155 -2.73198  0.569
H -3.41013 2.98653 -1.91351  0.441
H -2.62843 5.71757 -0.92842  0.285
H -4.19380 5.10657 -1.43289  0.551
H -4.23407 3.28463 1.91041  0.347
H -2.82443 2.91822 1.24863  0.019
C 6.61094 8.87553 7.21306  -0.456
C 6.69719 7.54839 7.71427  -0.481
C 5.54524 6.90172 7.35618  -0.382
N 4.76528 7.78684 6.66239  0.071
C 5.40980 8.99033 6.56702  -0.433
H 7.34737 9.65485 7.31481  0.387
H 7.51216 7.11912 8.27269  0.385
H 5.21348 5.89302 7.53472  0.363
H 3.86016 7.58365 6.28190  0.172
H 4.95902 9.82058 6.05044  0.372
C -1.08089 -5.36398 5.34020  -0.821
C -0.83506 -4.81186 6.62477  0.014
C -0.25384 -3.58415 6.43484  -0.538
N -0.13647 -3.37704 5.08982  0.158
C -0.64099 -4.45260 4.41601  -0.446
H -1.52957 -6.31831 5.12050  0.383
H -1.06049 -5.26372 7.57718  0.352
H 0.08551 -2.84272 7.13902  0.373
H 0.25973 -2.55734 4.66113  0.105
H -0.64342 -4.47831 3.33969  0.392
C 0.11909 0.40581 -8.03940  -0.583
C 0.37872 1.08866 -6.81914  0.342
C 0.86247 2.32902 -7.14184  -0.978
N 0.90798 2.41978 -8.50673  0.045
C 0.45301 1.25419 -9.06051  -0.709
H -0.26876 -0.59386 -8.15265  0.539
H 0.22626 0.70959 -5.82249  0.468
H 1.17773 3.15111 -6.52170  0.387
H 1.22641 3.21859 -9.02257  0.169
H 0.40762 1.12942 -10.12886  0.404
C -1.71428 -4.07025 -5.98201  -1.121
C -0.36723 -4.50788 -6.07495  0.034
C 0.42517 -3.47401 -5.64983  -1.064
N -0.38907 -2.43101 -5.30934  0.473
C -1.69285 -2.78460 -5.50449  -0.426
H -2.59860 -4.63440 -6.23533  0.758
H -0.02212 -5.46981 -6.41493  0.446
H 1.49504 -3.39107 -5.56326  0.423
H -0.07796 -1.53333 -4.96817  0.147
H -2.49249 -2.09475 -5.29100  0.442
C -0.85358 -10.53470 -7.05833  -0.412
C -0.62795 -9.90193 -5.80512  -0.526
C -0.13158 -8.65281 -6.06296  -0.509
N -0.04422 -8.50673 -7.42173  0.127
C -0.48682 -9.64829 -8.03497  -0.630
H -1.24168 -11.52602 -7.22235  0.422
H -0.81048 -10.31703 -4.82810  0.396
H 0.16699 -7.85794 -5.40050  0.420
H 0.29217 -7.68848 -7.89622  0.251
H -0.50149 -9.72987 -9.10857  0.494
C -5.17950 -1.65260 2.94733  -0.728
C -4.91617 -0.39264 3.55253  -0.610
C -3.84824 0.15250 2.89301  -0.353
N -3.45771 -0.71680 1.92069  0.194
C -4.26414 -1.82198 1.93957  -0.509
H -5.95331 -2.35095 3.21817  0.407
H -5.44889 0.05899 4.37380  0.446
H -3.32862 1.08721 3.02818  0.490
H -2.69233 -0.55352 1.29406  0.188
H -4.11862 -2.62752 1.24036  0.433
C 3.32178 -8.69321 -12.05632  -0.605
C 2.30494 -8.33088 -11.13177  -0.180
C 2.41901 -9.16661 -10.05236  -0.499
N 3.46071 -10.01975 -10.29029  -0.011
C 4.01876 -9.73553 -11.50695  -0.456
H 3.51825 -8.23955 -13.01326  0.388
H 1.57497 -7.54636 -11.24741  0.430
H 1.85279 -9.22849 -9.14023  0.349
H 3.76792 -10.74328 -9.66755  0.191
H 4.85941 -10.29812 -11.87535  0.379
C -6.06675 2.04530 6.94491  -0.165
C -7.07824 2.44669 7.85890  -0.647
C -6.95934 1.65583 8.97013  -0.420
N -5.91906 0.79113 8.76148  0.033
C -5.36756 1.02486 7.53221  -0.688
H -5.87477 2.45972 5.96892  0.484
H -7.80785 3.22612 7.71615  0.379
H -7.52296 1.63277 9.88702  0.368
H -5.60864 0.09271 9.41069  0.185
H -4.52912 0.44607 7.18258  0.476
C -3.16865 -4.28242 -11.20139  -0.607
C -3.17685 -2.86576 -11.10029  -0.527
C -2.88295 -2.54907 -9.79945  -0.415
N -2.70169 -3.71625 -9.11246  0.122
C -2.86955 -4.77658 -9.95846  -0.419
H -3.35918 -4.87013 -12.08397  0.395
H -3.37487 -2.16117 -11.89089  0.402
H -2.78803 -1.59631 -9.30588  0.362
H -2.47771 -3.78395 -8.13262  0.293
H -2.76326 -5.78856 -9.60501  0.420
C 1.81247 10.35541 1.85207  -0.594
C 1.91734 9.60372 0.65120  -0.676
C 2.09100 8.29161 1.00507  -0.341
N 2.09916 8.22154 2.37003  0.349
C 1.92552 9.47381 2.89420  -0.401
H 1.66913 11.41945 1.93976  0.399
H 1.86952 9.98301 -0.35589  0.400
H 2.20887 7.40497 0.40492  0.434
H 2.21467 7.37434 2.90808  0.009
H 1.89784 9.62956 3.95987  0.388
C -2.89740 -5.14719 11.26441  -0.421
C -2.07815 -6.16584 11.82207  -0.411
C -0.83479 -6.04005 11.26358  -0.530
N -0.87145 -4.98846 10.38874  0.026
C -2.12353 -4.43681 10.38658  -0.448
H -3.93505 -4.95861 11.48373  0.396
H -2.36936 -6.90512 12.54934  0.387
H 0.06904 -6.60588 11.41127  0.372
H -0.09897 -4.67062 9.83284  0.224
H -2.35398 -3.59094 9.76139  0.406

The maximum force is 3.01 eV Å⁻¹. As for the SMILES: C[C@@H](Br)[C@H](Br)c1c(Br)c2c(c([PH2]=S)c1CCCCCN)C(=O)C(CC=O)=C(CCC(N)=O)C2=O.c1cc[nH]c1.c1cc[nH]c1.c1cc[nH]c1.c1cc[nH]c1.c1cc[nH]c1.c1cc[nH]c1.c1cc[nH]c1.c1cc[nH]c1.c1cc[nH]c1.c1cc[nH]c1.c1cc[nH]c1. The calculation puts the LUMO energy at -0.0827 Eh. The calculation puts the electronic energy at -328632.7894 eV. For the frontier orbital gap, the calculation gives 5.8 eV. For the HOMO energy, the calculation gives -8.09 eV.


Entry from OMol25: the molecule C5H8N2 (the ωB97M-V functional and the def2-TZVPD basis).

Each line ends with the Mulliken charge.
Positions of all 15 atoms, in Å:
C 0.74048 -1.17734 -0.89998  -1.104
C -0.50457 -0.31116 -1.12551  -0.585
C -0.67060 0.83020 -0.07681  0.388
C 0.61600 1.35255 0.54711  -0.282
N 0.78166 0.89612 1.73585  -0.461
C -0.40363 0.12310 1.95887  -0.210
N -1.31051 0.16686 1.06310  -0.492
H 0.71569 -2.06158 -1.54934  0.367
H 1.64654 -0.60056 -1.12472  0.290
H 0.80783 -1.54184 0.13796  0.291
H -1.39746 -0.93192 -0.98621  0.303
H -0.54060 0.09629 -2.14487  0.357
H -1.26759 1.64254 -0.50936  0.380
H 1.31525 2.09499 0.15145  0.394
H -0.49080 -0.50915 2.84083  0.364

The maximum force is 0.53 eV Å⁻¹. As for the SMILES: CC[C@@H]1C=NC=N1. The calculation puts the LUMO energy at 0.0184 Eh. The calculation puts the electronic energy at -8294.0006 eV. As for the relative energy (zero: lowest compared OMol25 entry of this formula, charge and spin): 23.0 kcal per mole. For the frontier orbital gap, the calculation gives 10.7 eV. For the HOMO energy, the calculation gives -10.20 eV.